No. 1
Entry from the Open Molecules 2025 dataset: C3H9N3O in the gas phase at a distorted geometry (ωB97M-V/def2-TZVPD).

Computed properties:
- LUMO energy (eV) = 0.87
- total charge = 0
- SMILES string = [H]/N=C(/NNC)OC
- orbital gap (eV) = 8.9

Cartesian coordinates (Å):
C (-2.91145, -0.09485, -0.22389)
C (0.57351, -0.00770, -0.07218)
C (2.94309, -0.14976, 0.06500)
H (-2.88046, -0.90602, -1.00756)
H (-2.89851, 0.87580, -0.82815)
H (-3.86371, -0.11094, 0.39400)
H (-1.45730, 0.73765, 0.88473)
H (-0.40940, -1.72316, 0.00375)
H (1.39466, 1.71323, -0.05528)
H (3.04103, 0.46626, 1.08202)
H (2.95606, 0.65763, -0.73490)
H (3.76770, -0.87784, -0.02084)
N (-1.76861, -0.21640, 0.60963)
N (-0.64882, -0.71578, -0.01225)
N (0.45623, 1.20643, -0.04637)
O (1.70599, -0.85455, -0.03773)

No. 2
Entry from the Open Molecules 2025 dataset: an isolated ion of composition C10H18O4P and charge -1 at a distorted geometry (ωB97M-V/def2-TZVPD).

Computed properties:
- LUMO energy (eV) = 3.19
- total charge = -1
- SMILES string = C[C@](O)(C(=O)[O-])[P@](C)(=O)C1CCCCC1
- orbital gap (eV) = 8.1

Cartesian coordinates (Å):
C (-0.52909, -2.65644, 1.61271)
C (2.45850, 2.42942, -0.20098)
C (2.62577, 1.29322, 0.74592)
C (0.97230, 2.80720, -0.33392)
C (1.79499, 0.08580, 0.05054)
C (0.07492, 1.67472, -0.88770)
C (0.26782, 0.44403, -0.09491)
C (-2.57168, -1.26699, 1.30907)
C (-1.86719, -0.59407, -1.85682)
C (-1.52024, -2.02893, 0.55577)
O (-0.40835, -3.88022, 1.48821)
O (-0.04184, -1.87688, 2.42008)
O (0.55972, -1.93280, -1.46462)
O (-2.03769, -3.05885, -0.21472)
P (-0.47767, -1.14336, -0.71919)
H (2.95181, 3.36928, 0.01965)
H (2.94050, 2.24988, -1.19331)
H (3.57248, 0.88243, 0.93684)
H (2.19646, 1.55301, 1.73148)
H (0.74209, 3.14664, 0.66726)
H (0.79174, 3.83504, -0.95943)
H (2.17518, -0.09919, -0.93809)
H (1.92255, -0.76263, 0.69463)
H (-0.96211, 2.07889, -0.73682)
H (0.42368, 1.50717, -1.97706)
H (0.02711, 0.53831, 1.03512)
H (-3.52268, -1.69349, 0.87220)
H (-2.56687, -0.24907, 0.98860)
H (-2.42756, -1.30684, 2.42522)
H (-2.57325, -1.44561, -1.71506)
H (-2.02396, 0.39662, -1.57810)
H (-1.45530, -0.54937, -2.87226)
H (-1.51213, -3.74693, 0.18969)

No. 3
Entry from the Open Molecules 2025 dataset: a 2-piece molecular cluster, C2H3NO4S overall at a distorted geometry (ωB97M-V/def2-TZVPD).

Computed properties:
- LUMO energy (spin up / spin down) (eV) = -2.02 / -2.08
- total charge = 0
- orbital gap (spin up / spin down) (eV) = 7.6 / 8.5

Cartesian coordinates (Å):
C (-0.44117, -0.85743, 1.58413)
C (0.50839, -0.24297, 0.86556)
N (-0.65622, 1.64870, -1.29448)
O (-0.70001, 2.05843, -0.18358)
O (-1.10994, 2.04518, -2.32409)
O (2.10931, -0.68129, -1.23623)
O (-0.27200, -1.47363, -1.54028)
S (0.66717, -0.50289, -1.07630)
H (-0.13655, -0.98216, 2.56451)
H (-1.26551, -1.31495, 1.20657)
H (1.29654, 0.30302, 1.43418)

No. 4
Entry from the Open Molecules 2025 dataset: C5H15N3 in the gas phase at a distorted geometry (ωB97M-V/def2-TZVPD).

Computed properties:
- LUMO energy (eV) = 1.03
- total charge = 0
- SMILES string = C[C@H](N)CNCCN
- orbital gap (eV) = 9.9

Cartesian coordinates (Å):
N (-1.78820, -0.74976, 1.83965)
C (-1.93866, -0.15230, 0.50554)
C (-1.66428, 1.33369, 0.42603)
C (-1.33973, -0.87817, -0.66535)
N (0.05236, -1.11074, -0.17747)
C (1.08025, -0.28312, -0.80374)
C (2.45913, -0.19947, -0.19859)
N (3.05833, 1.22450, -0.29703)
H (-2.48663, -1.42645, 2.23282)
H (-0.79638, -1.23951, 1.80184)
H (-3.06947, -0.11041, 0.30972)
H (-0.70185, 1.73967, 0.55379)
H (-1.91173, 1.73394, -0.46290)
H (-2.09756, 1.87415, 1.26373)
H (-1.39610, -0.28691, -1.60149)
H (-1.95332, -1.74222, -1.03058)
H (0.44855, -2.07539, -0.12001)
H (0.69660, 0.79544, -0.64548)
H (1.20237, -0.46282, -1.84021)
H (3.29587, -0.81623, -0.58548)
H (2.25512, -0.33208, 0.84336)
H (4.01943, 1.24526, -0.51898)
H (2.57592, 1.91892, -0.82918)

Asked for energy relative to the best compared isomer or geometry (same formula, charge and spin) across the records above, the calculation gives 3.096, 1.102, 5.248, 2.852 eV in order.
Asked for E across the records above, the calculation gives -9772.4428, -28142.8175, -22631.2123, -9896.2987 eV in order.